Entry w
ORCA calculation (ωB97M-V/def2-TZVPD) on the molecule C21H26N2O5S.

CARTESIAN COORDINATES (ANGSTROEM)
1 H -4.458 -2.868 0.986
2 C -3.120 -6.313 -0.711
3 H -3.068 -7.270 -1.236
4 H 5.339 6.778 2.018
5 H 3.554 4.279 4.969
6 C -4.408 -5.592 -1.119
7 H -1.424 -4.516 0.790
8 H 1.068 -0.087 -2.502
9 H -3.544 -4.284 1.533
10 C 0.084 0.732 -0.785
11 N 1.032 1.711 -0.506
12 C -1.872 -1.169 -1.241
13 H -3.128 -6.528 0.360
14 S -3.136 -2.410 -1.486
15 C 2.187 2.001 -1.157
16 H -0.879 -3.645 -0.654
17 C -1.033 0.654 0.053
18 O -2.866 -3.084 -2.727
19 C 4.679 5.962 2.263
20 C -1.873 -5.510 -1.080
21 C -4.997 -4.683 -0.039
22 C 0.208 -0.153 -1.856
23 H -2.882 -0.369 0.449
24 H -5.171 -6.328 -1.385
25 H 5.084 6.127 4.350
26 C 4.899 6.699 -0.453
27 C -3.962 -3.784 0.655
28 H -1.942 -5.219 -2.129
29 H -4.205 -4.996 -2.010
30 H -5.489 -5.286 0.728
31 C -2.007 -0.296 -0.177
32 N -2.845 -3.380 -0.166
33 C 3.679 4.566 3.936
34 H 0.845 2.295 0.301
35 H 2.858 4.025 -1.247
36 H 4.601 7.646 0.006
37 C 2.929 3.188 -0.541
38 C 4.531 5.596 3.590
39 H -0.981 -6.128 -0.953
40 O 2.620 1.432 -2.132
41 H 2.328 3.076 3.185
42 C -0.775 -1.101 -2.077
43 H 3.986 2.918 -0.446
44 O 2.370 3.527 0.714
45 H -1.129 1.344 0.878
46 H -5.750 -4.050 -0.508
47 H 4.793 6.775 -1.534
48 C -1.693 -4.245 -0.237
49 C 3.134 4.240 1.609
50 C 2.993 3.891 2.944
51 H -0.710 -1.791 -2.903
52 C 3.979 5.308 1.256
53 O 4.048 5.646 -0.067
54 H 5.943 6.483 -0.207
55 O -4.426 -1.813 -1.301

SMILES   COc1ccccc1OCC(=O)Nc1ccc(S(=O)(=O)N2CCCCCC2)cc1
HOMO-LUMO gap   9.25 eV

These are the natural (NBO) partial charges, in e, on atoms 1 to 5: atom 1 (H): 0.221, atom 2 (C): -0.405, atom 3 (H): 0.213, atom 4 (H): 0.221, atom 5 (H): 0.218

Entry x
ORCA calculation (ωB97M-V/def2-TZVPD) on the molecule C21H26N2O5S.

CARTESIAN COORDINATES (ANGSTROEM)
1 H -2.482 0.508 1.507
2 H -0.908 -4.630 -1.063
3 H -2.259 -3.508 -1.172
4 C -3.223 -1.796 0.846
5 S 4.277 -0.963 -0.536
6 C -2.831 2.325 0.394
7 O -2.047 -1.865 1.632
8 H 2.579 2.937 2.566
9 H 4.079 0.671 -2.222
10 N 2.810 -1.569 -1.059
11 H -1.125 0.823 -1.919
12 H 2.177 -0.369 1.238
13 H -1.007 -0.445 3.152
14 C -2.213 0.725 -1.831
15 H -2.590 0.069 -2.616
16 C 0.188 -1.093 1.494
17 O -3.469 -1.666 -1.525
18 H 0.887 -3.280 -1.585
19 C 3.193 1.533 -0.451
20 H -3.925 2.213 0.448
21 C 1.403 -0.998 0.834
22 H -3.956 -1.257 1.458
23 C 1.983 1.828 -1.070
24 C 1.004 2.538 -0.395
25 H 5.247 1.131 -0.955
26 O -2.473 2.918 -0.831
27 H -2.558 2.625 -2.820
28 H -1.075 1.086 0.585
29 C 1.637 -1.729 -0.320
30 C -2.868 2.104 -1.914
31 C 3.398 1.940 0.863
32 N -2.516 0.114 -0.550
33 C 0.008 -0.341 2.780
34 C -3.080 -1.106 -0.513
35 H 0.078 2.796 -0.888
36 C 1.215 2.934 0.915
37 C -1.469 -3.874 -0.518
38 H 1.816 1.514 -2.090
39 H -3.963 1.991 -1.917
40 H -2.501 3.011 1.176
41 C -0.821 -1.918 0.983
42 H 4.330 1.700 1.351
43 C -2.163 0.955 0.570
44 C 2.411 2.630 1.545
45 O 4.376 -0.966 0.890
46 H 0.249 0.713 2.653
47 H 0.450 3.488 1.439
48 C 0.676 -2.642 -0.739
49 H -1.922 -4.344 0.352
50 C 4.245 0.758 -1.153
51 H 0.689 -0.748 3.526
52 H -3.625 -2.796 0.646
53 O 5.264 -1.668 -1.300
54 H 2.942 -2.235 -1.803
55 C -0.543 -2.773 -0.090

SMILES   Cc1cc(NS(=O)(=O)Cc2ccccc2)cc(C)c1OCC(=O)N1CCOCC1
HOMO-LUMO gap   8.69 eV

These are the natural (NBO) partial charges, in e, on atoms 1 to 5: atom 1 (H): 0.228, atom 2 (H): 0.218, atom 3 (H): 0.255, atom 4 (C): -0.154, atom 5 (S): 2.309

Which of them is most stable, and which least? Most stable: entry x; least stable: entry w.

Entry w
ORCA calculation (ωB97M-V/def2-TZVPD) on a cluster of 2 separate species, CHO5S in total.

CARTESIAN COORDINATES (ANGSTROEM)
1 S -5.325 1.000 0.030
2 O -6.438 -2.039 -1.527
3 H -1.970 -0.017 -0.107
4 O -6.749 -1.500 0.643
5 O -2.942 0.176 -0.047
6 C -6.490 -1.417 -0.545
7 O -6.259 0.225 -0.846
8 O -6.082 2.001 0.788

HOMO-LUMO gap (spin up / spin down)   6.09 / 6.51 eV
Total charge   -1

These are the natural (NBO) partial charges, in e, on atoms 1 to 5: atom 1 (S): 1.785, atom 2 (O): -0.597, atom 3 (H): 0.409, atom 4 (O): -0.664, atom 5 (O): -1.238

Entry x
ORCA calculation (ωB97M-V/def2-TZVPD) on a structure of composition CHO5S.

CARTESIAN COORDINATES (ANGSTROEM)
1 O 2.002 0.644 0.302
2 O -0.660 0.600 -0.816
3 O 1.712 -1.053 -1.553
4 S 1.287 -0.475 -0.301
5 H -1.005 0.270 1.284
6 C -1.453 0.592 0.211
7 O 0.775 -1.352 0.649
8 O -2.659 0.773 0.225

HOMO-LUMO gap   9.04 eV
Total charge   -1

These are the natural (NBO) partial charges, in e, on atoms 1 to 5: atom 1 (O): -0.916, atom 2 (O): -0.750, atom 3 (O): -0.900, atom 4 (S): 2.494, atom 5 (H): 0.048

Which of them is most stable, and which least? Most stable: entry x; least stable: entry w.

Entry w
ORCA calculation (ωB97M-V/def2-TZVPD) on a structure of composition C25H34Ge2N2O7SZn.

CARTESIAN COORDINATES (ANGSTROEM)
1 Zn -2.367 -9.091 -14.630
2 N -5.852 -12.600 -15.800
3 H -3.333 -6.864 -12.286
4 H 1.977 -12.689 -13.433
5 C 2.985 -14.295 -14.297
6 O -6.551 -13.424 -16.370
7 H -0.556 -10.136 -20.163
8 C -4.410 -10.625 -16.225
9 C -1.328 -12.229 -13.324
10 O -2.133 -8.728 -18.400
11 H 3.654 -14.784 -17.557
12 H -4.405 -8.940 -19.239
13 C 2.022 -12.478 -15.572
14 O -8.174 -9.862 -19.217
15 C 1.163 -11.275 -15.677
16 C -1.848 -5.854 -15.723
17 C -0.843 -11.204 -19.962
18 H 1.699 -10.834 -12.022
19 H 1.559 -9.998 -10.469
20 H -2.670 -12.034 -11.570
21 H 3.147 -14.649 -13.259
22 C 1.004 -10.603 -11.183
23 Ge 0.232 -10.679 -17.280
24 H 0.276 -8.129 -17.964
25 N -7.015 -9.485 -19.265
26 H -3.384 -11.675 -13.074
27 H 0.049 -8.730 -11.844
28 C 2.230 -9.150 -18.681
29 C -2.639 -12.302 -12.592
30 H 2.123 -8.475 -19.500
31 H 1.475 -8.625 -16.669
32 H -4.088 -6.241 -13.799
33 C -6.512 -11.180 -17.549
34 H 1.837 -9.820 -14.214
35 C -4.806 -9.563 -18.441
36 H -1.020 -9.886 -11.076
37 H -0.551 -12.747 -12.794
38 O -5.365 -12.715 -14.612
39 C -0.173 -11.912 -18.730
40 H -3.043 -5.219 -12.850
41 H -1.989 -4.849 -15.407
42 H -7.411 -11.714 -17.771
43 H 4.046 -15.882 -15.329
44 C -3.185 -6.219 -13.214
45 H 3.251 -8.878 -18.248
46 H 2.333 -12.597 -17.664
47 H -0.611 -11.730 -20.897
48 C -3.921 -9.895 -17.430
49 H -1.927 -11.351 -19.931
50 C 0.956 -10.446 -14.565
51 C -6.045 -10.172 -18.425
52 O -1.602 -10.215 -16.695
53 H 0.801 -12.397 -19.033
54 H -0.865 -12.644 -18.402
55 C 2.327 -13.078 -14.357
56 C -0.181 -9.797 -11.791
57 H -3.021 -13.295 -12.616
58 C 1.131 -8.894 -17.653
59 O -3.845 -10.416 -15.046
60 H 2.386 -10.232 -19.025
61 C -2.479 -9.511 -17.509
62 H -0.860 -5.950 -16.279
63 C 2.537 -13.104 -16.752
64 H -1.375 -12.579 -14.401
65 H 0.654 -11.489 -10.618
66 H -2.733 -6.152 -16.318
67 O -6.552 -8.597 -19.974
68 C 3.272 -14.287 -16.690
69 C -5.631 -11.375 -16.491
70 C 3.526 -14.902 -15.436
71 S -1.825 -6.829 -14.230
72 Ge -0.715 -10.356 -13.643

HOMO-LUMO gap (spin up / spin down)   6.56 / 6.52 eV

These are the Mulliken partial charges, in e, on atoms 1 to 5: atom 1 (Zn): -0.313, atom 2 (N): 0.963, atom 3 (H): 0.314, atom 4 (H): 0.311, atom 5 (C): -0.782

Entry x
ORCA calculation (ωB97M-V/def2-TZVPD) on a structure of composition C25H34Ge2N2O7SZn.

CARTESIAN COORDINATES (ANGSTROEM)
1 C -0.319 -3.337 0.461
2 O -0.562 -5.794 -3.513
3 H -3.255 1.747 1.837
4 H 2.902 1.992 3.711
5 H -2.404 0.026 -1.393
6 C -0.103 -3.475 -0.964
7 H 2.084 1.097 -4.089
8 H -2.295 -0.623 2.099
9 C 4.252 -2.708 -0.041
10 C 1.886 2.073 3.355
11 Ge -0.206 0.654 1.708
12 C -2.366 5.467 0.237
13 C -0.670 -4.655 -1.541
14 H -1.296 -6.766 -1.390
15 H 1.751 3.817 -3.996
16 H 1.351 2.513 4.203
17 C -1.068 -5.799 -0.875
18 C 1.059 2.994 -3.869
19 C -1.172 -5.625 0.504
20 N -1.725 -6.638 1.302
21 C -1.762 5.156 2.558
22 C -0.735 -4.473 1.192
23 H 4.326 0.658 -1.520
24 H 5.215 -0.880 -1.856
25 Zn 1.578 -1.155 -1.155
26 H -1.797 5.483 3.592
27 H -3.128 -0.444 -2.944
28 S 3.709 -0.976 0.065
29 H 0.249 3.377 -3.252
30 C -0.131 -2.098 1.262
31 H -2.896 5.991 -0.553
32 N -0.784 -4.697 -3.028
33 O -2.103 -7.617 0.681
34 H 1.859 2.819 2.534
35 H -1.491 1.350 -3.511
36 Ge 0.539 0.725 -2.038
37 C 1.333 0.750 2.898
38 H 0.611 2.849 -4.820
39 O -1.790 -6.480 2.501
40 O -0.101 -2.141 2.498
41 H -1.850 -1.418 -2.198
42 C -1.194 3.927 2.268
43 H -0.774 -0.243 -3.965
44 C -1.106 0.388 -3.108
45 O 0.546 -2.688 -1.750
46 H 0.590 3.132 -1.036
47 H -2.699 2.151 3.405
48 H 4.989 -2.905 0.772
49 C -1.893 0.260 2.639
50 H -3.879 0.864 3.177
51 H -2.967 6.803 1.800
52 O 0.049 -0.901 0.639
53 H -0.774 -4.523 2.292
54 C -2.190 -0.409 -2.377
55 C -1.686 4.285 -0.085
56 C -2.407 5.891 1.544
57 C 1.739 1.759 -3.280
58 C -1.136 3.446 0.945
59 H -0.890 3.265 3.099
60 H 2.095 0.210 2.284
61 H -1.596 -0.102 3.627
62 C -0.463 2.187 0.542
63 H -1.548 3.899 -1.074
64 C 0.212 2.133 -0.703
65 C -2.965 1.314 2.780
66 H 4.706 -2.939 -1.013
67 H 2.630 2.059 -2.689
68 H 1.095 0.105 3.719
69 H 5.709 0.148 -0.498
70 H 3.415 -3.376 0.111
71 C 4.854 -0.174 -1.080
72 O -1.161 -3.703 -3.640

HOMO-LUMO gap   7.44 eV

These are the Mulliken partial charges, in e, on atoms 1 to 5: atom 1 (C): 0.022, atom 2 (O): -0.627, atom 3 (H): 0.338, atom 4 (H): 0.411, atom 5 (H): 0.143

Which of them is most stable, and which least? Most stable: entry x; least stable: entry w.

Entry w
ORCA calculation (ωB97M-V/def2-TZVPD) on the molecule C18H21N5O.

CARTESIAN COORDINATES (ANGSTROEM)
1 C 3.938 1.537 -0.689
2 N 1.851 0.201 -0.786
3 H 4.054 -1.352 -0.905
4 O -2.550 0.661 -0.954
5 H -4.889 -0.631 1.878
6 C -3.236 -0.124 -0.327
7 H 4.177 -3.703 -0.312
8 H 2.827 0.984 1.654
9 C 0.791 -1.864 -0.112
10 C -5.429 0.633 -1.211
11 C -5.401 -0.238 1.010
12 H 2.174 -4.903 0.503
13 H 3.317 0.176 -2.268
14 H 4.636 2.088 -1.324
15 H -8.440 0.759 -0.069
16 C 4.253 3.212 1.002
17 H -0.003 -3.713 0.566
18 N -6.726 0.860 -1.167
19 C 3.229 -3.189 -0.240
20 C 0.899 -3.203 0.266
21 H 4.863 2.564 1.652
22 H 4.506 0.769 -0.132
23 H -4.921 0.904 -2.126
24 C -0.518 -1.254 -0.227
25 H -0.594 -0.396 -0.888
26 H 0.557 0.584 0.814
27 C 2.868 0.874 -1.561
28 H -3.441 -1.842 0.765
29 C 1.257 1.115 0.170
30 N 3.294 2.472 0.214
31 C 2.335 1.767 1.043
32 C 3.155 -1.854 -0.582
33 C 1.951 -1.147 -0.489
34 C -7.378 0.551 -0.059
35 C 2.106 -3.866 0.215
36 C -6.764 0.005 1.058
37 C -4.707 0.071 -0.157
38 H 4.917 3.757 0.332
39 H -7.334 -0.215 1.948
40 N -2.776 -1.259 0.274
41 H 0.718 1.893 -0.379
42 H 3.723 3.930 1.626
43 H 2.362 1.663 -2.129
44 N -1.517 -1.762 0.387
45 H 1.864 2.484 1.718

SMILES   CN1CCN(c2ccccc2/C=N/NC(=O)c2cccnc2)CC1
HOMO-LUMO gap   7.91 eV

These are the natural (NBO) partial charges, in e, on atoms 1 to 5: atom 1 (C): -0.239, atom 2 (N): -0.464, atom 3 (H): 0.211, atom 4 (O): -0.597, atom 5 (H): 0.217

Entry x
ORCA calculation (ωB97M-V/def2-TZVPD) on the molecule C18H21N5O.

CARTESIAN COORDINATES (ANGSTROEM)
1 C -0.138 -0.049 3.414
2 H 0.202 -1.417 -1.035
3 H -1.656 -2.777 2.159
4 C 1.879 4.149 -3.515
5 H 1.832 0.606 2.919
6 C 2.705 1.029 -2.640
7 C 0.910 -0.736 -1.482
8 C 2.734 -1.795 -0.097
9 H -2.955 -1.818 4.005
10 C 1.357 1.106 -2.973
11 C 0.466 0.209 -2.380
12 H 0.941 4.577 -3.171
13 C 1.598 2.981 -4.457
14 N -4.196 -2.047 1.854
15 H 1.003 3.327 -5.306
16 H 2.533 2.556 -4.843
17 H 3.431 1.696 -3.077
18 H 4.190 0.031 -1.486
19 H -0.307 0.769 4.101
20 H 2.445 3.821 -2.647
21 C 1.316 -1.178 1.847
22 H -4.623 0.859 0.671
23 C 2.258 -0.819 -1.145
24 C -1.137 -0.994 3.209
25 C -0.887 -2.038 2.327
26 H 2.446 4.914 -4.039
27 H -3.083 0.843 2.763
28 C -2.492 -0.844 3.845
29 H 0.480 -2.971 0.997
30 H 3.121 -0.439 1.403
31 C 1.066 -0.139 2.748
32 O 0.803 1.978 -3.859
33 H -0.577 0.273 -2.649
34 N -3.401 -0.092 2.984
35 C 0.316 -2.136 1.660
36 C 3.138 0.076 -1.733
37 H 3.801 -1.998 -0.227
38 N 2.556 -1.264 1.245
39 H -2.423 -0.306 4.795
40 N -5.154 -1.045 0.097
41 C -4.903 -2.170 0.710
42 C -3.996 -0.747 1.955
43 N -4.566 -0.120 0.894
44 H -5.229 -3.118 0.336
45 H 2.195 -2.739 -0.179

SMILES   CCOc1ccc(CNc2ccc(CNc3ncn[nH]3)cc2)cc1
HOMO-LUMO gap   8.38 eV

These are the natural (NBO) partial charges, in e, on atoms 1 to 5: atom 1 (C): -0.181, atom 2 (H): 0.219, atom 3 (H): 0.232, atom 4 (C): -0.638, atom 5 (H): 0.203

Which of them is most stable, and which least? Most stable: entry x; least stable: entry w.